No. 1
Entry from OMol25: a single C16H24N2O3S molecule (the ωB97M-V functional and the def2-TZVPD basis).

Geometry as XYZ:
```
46
Properties=species:S:1:pos:R:3:lowdin_charge:R:1
C -0.3021 3.5552 -5.4620 -0.087
C -0.9397 2.4347 -4.6487 -0.307
N 0.0285 1.4866 -4.1322 -0.139
S 0.9737 2.0111 -2.8339 0.653
O 2.3240 2.2065 -3.2858 -0.296
O 0.2908 3.0924 -2.1883 -0.284
C 0.9008 0.5513 -1.8116 -0.281
C -0.2149 0.3433 -1.0267 -0.039
C -0.3062 -0.8137 -0.2747 -0.015
C 0.7133 -1.7588 -0.3059 -0.225
C 1.8322 -1.5235 -1.0971 -0.015
C 1.9274 -0.3699 -1.8549 -0.045
H 2.7890 -0.1614 -2.4692 0.112
H 2.6329 -2.2485 -1.1182 0.119
C 0.6381 -2.9931 0.5483 -0.143
H -0.4064 -3.2565 0.7283 0.112
H 1.1207 -3.8300 0.0396 0.117
C 1.3501 -2.7501 1.8901 -0.093
C 0.7184 -1.5691 2.6144 -0.513
O 1.2284 -0.4716 2.6606 0.075
N -0.4800 -1.8534 3.1714 0.088
H -0.8332 -2.7969 3.1419 0.147
C -1.2837 -0.8745 3.8685 -0.290
C -2.7249 -0.8340 3.3220 -0.141
H -2.7931 -1.3012 2.3399 0.101
H -3.0509 0.2013 3.2265 0.115
C -3.5722 -1.5480 4.3729 -0.198
H -4.6228 -1.2674 4.3216 0.106
H -3.5002 -2.6306 4.2507 0.109
C -2.9116 -1.1267 5.6818 -0.197
H -3.1880 -0.0983 5.9166 0.112
H -3.1955 -1.7595 6.5211 0.106
C -1.4172 -1.2108 5.3701 -0.131
H -1.0565 -2.2269 5.5421 0.112
H -0.8264 -0.5390 5.9887 0.111
H -0.7706 0.0772 3.7136 0.144
H 2.3966 -2.5063 1.7070 0.123
H 1.2961 -3.6476 2.5093 0.116
H -1.1740 -0.9816 0.3458 0.108
H -0.9862 1.0960 -1.0068 0.117
H 0.6411 1.1327 -4.8532 0.104
H -1.6673 1.8799 -5.2495 0.113
H -1.4414 2.8511 -3.7743 0.103
H 0.4171 4.0842 -4.8414 0.069
H -1.0610 4.2556 -5.8011 0.073
H 0.2153 3.1511 -6.3306 0.074
```

Output
Kohn-Sham gap = 9.8 eV
SMILES string = CCNS(=O)(=O)c1ccc(CCC(=O)NC2CCCC2)cc1
LUMO energy = 0.5 eV
Energy relative to the best compared isomer or geometry (same formula, charge and spin) = 1.073 eV
Energy = -36939.917 eV


No. 2
Entry from OMol25: a single C16H24N2O3S molecule in a non-equilibrium geometry (the ωB97M-V functional and the def2-TZVPD basis).

Geometry as XYZ:
```
46
Properties=species:S:1:pos:R:3:lowdin_charge:R:1
C -4.4917 -0.0299 -0.1114 -0.135
H -4.4110 0.8686 -0.7872 0.101
H -5.1372 0.0933 0.5519 -0.021
H -4.6139 -0.9436 -0.8366 0.119
S -2.9107 -0.3146 0.4992 0.812
O -2.9159 0.8613 1.6386 -0.426
O -2.8933 -1.5902 1.3388 -0.326
N -1.7838 0.1634 -0.6191 -0.274
C -1.7373 1.5585 -0.9969 -0.038
C -0.1881 1.8537 -1.2129 -0.533
O 0.0922 2.1519 -2.3451 0.063
N 0.4723 2.2508 -0.2648 -0.022
C 0.2850 1.8457 1.1310 -0.172
H -0.7687 1.8954 1.4389 0.114
C 1.0932 0.8970 1.7399 -0.247
C 2.5194 1.1436 1.7733 -0.133
C 2.8988 1.1896 0.2096 -0.061
C 1.9375 2.4037 -0.3260 -0.096
H 2.2139 2.6630 -1.5492 0.177
H 2.1829 3.4598 0.1922 0.154
H 3.8637 1.6006 -0.1055 0.122
H 2.5252 0.5139 -0.2083 -0.054
H 3.1711 0.4578 2.0950 0.053
H 2.8233 2.1312 2.3573 0.164
H 0.8753 1.0221 2.6907 0.100
H 0.9072 -0.0114 1.3955 0.067
H 0.5118 2.7986 1.7262 0.160
H -2.0628 2.3088 -0.1368 0.180
H -2.3328 1.6710 -1.7149 0.041
C -1.6356 -0.8135 -1.5497 -0.303
H -2.6163 -0.6985 -2.2141 0.160
H -0.9481 -0.3848 -2.4233 0.179
C -1.2257 -2.1512 -1.2006 -0.199
C 0.1057 -2.3644 -0.6584 -0.265
C 1.2094 -2.1203 -1.4424 0.024
C 2.5596 -1.9231 -0.8771 -0.138
C 2.7216 -2.3783 0.2631 -0.086
C 1.5878 -2.5369 1.5165 0.080
C 0.2943 -2.4353 0.7345 -0.039
H -0.6688 -2.4715 1.4473 0.133
H 1.8008 -2.8287 2.4648 0.034
H 3.5520 -2.3774 1.0864 0.121
H 3.2790 -2.0305 -1.5258 0.063
H 1.0634 -2.0025 -2.4750 0.100
H -1.3935 -2.7435 -2.1978 0.177
H -1.8113 -2.6533 -0.5116 0.073
```

Output
Kohn-Sham gap = 9.1 eV
SMILES string = CS(=O)(=O)N(CCc1ccccc1)CC(=O)N1CCCCC1
LUMO energy = 0.3 eV
Energy relative to the best compared isomer or geometry (same formula, charge and spin) = 15.888 eV
Energy = -36925.102 eV


No. 3
Entry from OMol25: a single C16H24N2O3S2 molecule in a non-equilibrium geometry (the ωB97M-V functional and the def2-TZVPD basis).

Geometry as XYZ:
```
47
Properties=species:S:1:pos:R:3:lowdin_charge:R:1
C 3.8442 2.5184 0.0980 -0.353
H 2.8870 2.1880 0.4934 0.002
H 4.6124 2.4840 0.8647 0.041
H 3.7641 3.5220 -0.3071 0.031
S 4.3520 1.4441 -1.2853 0.877
C 4.4435 -0.1010 -0.3846 -0.473
C 5.6613 -0.5316 0.1065 -0.108
C 5.7334 -1.6998 0.8453 -0.091
C 4.5804 -2.4273 1.0882 -0.073
C 3.3607 -2.0102 0.5867 -0.001
C 3.2778 -0.8421 -0.1637 -0.231
N 2.0951 -0.3783 -0.7345 0.110
C 0.8233 -0.6742 -0.3708 -0.467
O 0.5096 -1.5150 0.4397 0.085
C -0.2338 0.1368 -1.1360 -0.087
N -1.2055 0.7136 -0.2362 -0.205
S -0.5760 1.5279 1.0666 0.634
O -1.1197 1.0757 2.3087 -0.266
O 0.8515 1.5867 0.9083 -0.292
C -1.2157 3.1974 0.7626 -0.107
H -0.8307 3.5290 -0.1918 0.063
H -2.2959 3.1533 0.7564 0.059
H -0.8665 3.8388 1.5613 0.064
C -2.5228 0.1294 -0.0506 -0.347
C -3.3994 0.3604 -1.2841 -0.146
C -4.8209 -0.1224 -1.0073 -0.198
C -4.8176 -1.5981 -0.6193 -0.207
C -3.9311 -1.8277 0.6016 -0.189
C -2.5076 -1.3500 0.3310 -0.148
H -1.8820 -1.4793 1.2137 0.113
H -2.0697 -1.9399 -0.4762 0.120
H -3.9184 -2.8884 0.8574 0.112
H -4.3385 -1.2820 1.4551 0.118
H -5.8370 -1.9262 -0.4071 0.108
H -4.4433 -2.1916 -1.4565 0.114
H -5.2499 0.4644 -0.1921 0.115
H -5.4408 0.0307 -1.8933 0.109
H -3.3999 1.4214 -1.5425 0.116
H -2.9915 -0.1913 -2.1335 0.115
H -2.9424 0.6889 0.7917 0.138
H -0.7471 -0.5314 -1.8298 0.135
H 0.2343 0.9467 -1.7044 0.127
H 2.2514 0.4370 -1.3222 0.073
H 2.4632 -2.5736 0.7782 0.104
H 4.6291 -3.3347 1.6712 0.105
H 6.6839 -2.0342 1.2323 0.100
H 6.5456 0.0558 -0.0897 0.102
```

Output
Kohn-Sham gap = 8.9 eV
SMILES string = CSc1ccccc1NC(=O)CN(C1CCCCC1)S(C)(=O)=O
LUMO energy = 0.4 eV
Energy relative to the best compared isomer or geometry (same formula, charge and spin) = 0.317 eV
Energy = -47775.338 eV


No. 4
Entry from OMol25: a single C16H24N2O4 molecule in a non-equilibrium geometry (the ωB97M-V functional and the def2-TZVPD basis).

Geometry as XYZ:
```
46
Properties=species:S:1:pos:R:3:lowdin_charge:R:1
C 2.5317 0.7692 2.0276 -0.036
H 3.3964 0.1464 2.2498 0.084
H 1.6318 0.2266 2.3047 0.067
H 2.5891 1.6649 2.6419 0.083
C 2.5255 1.1564 0.5351 -0.548
N 2.6796 0.0346 -0.3737 0.041
H 3.5800 -0.4077 -0.2359 0.126
C 1.6481 -0.9837 -0.5507 -0.508
C 1.8125 -2.1666 0.4201 -0.019
H 1.0502 -2.9200 0.2379 0.078
H 1.7380 -1.8455 1.4555 0.069
H 2.7862 -2.6307 0.2744 0.085
C 1.8339 -1.5074 -1.9828 -0.021
H 1.1650 -2.3335 -2.1987 0.082
H 2.8589 -1.8484 -2.1075 0.085
H 1.6480 -0.7192 -2.7046 0.082
C 0.2700 -0.3174 -0.3449 -0.141
H 0.0610 -0.2871 0.7281 0.136
C 0.3774 1.1357 -0.8243 -0.313
C 1.2230 1.9122 0.1832 -0.064
H 0.6221 2.0649 1.0824 0.129
H 1.4603 2.8942 -0.2316 0.120
H 0.8791 1.1527 -1.8027 0.155
O -0.9207 1.6949 -0.9508 -0.010
H -0.8362 2.6484 -1.0553 0.111
C -0.9153 -1.0711 -1.0090 -0.291
C -2.1687 -0.8628 -0.1778 -0.140
C -3.2509 -0.1440 -0.6564 0.063
C -4.3642 0.0440 0.1521 -0.138
C -4.4317 -0.4863 1.4336 0.001
C -3.3592 -1.2229 1.9001 -0.055
C -2.2427 -1.4083 1.1023 -0.017
H -1.4148 -1.9934 1.4767 0.118
H -3.3932 -1.6552 2.8885 0.107
H -5.3123 -0.3195 2.0339 0.117
N -5.4731 0.8128 -0.3519 -0.362
O -6.4463 0.9349 0.3631 0.078
O -5.3708 1.2982 -1.4587 0.083
H -3.2538 0.2746 -1.6503 0.124
O -1.0905 -0.7393 -2.3538 0.001
H -1.2535 0.2132 -2.3878 0.083
H -0.6981 -2.1454 -1.0014 0.149
C 3.7335 2.0687 0.2786 -0.043
H 4.6544 1.5723 0.5765 0.080
H 3.7981 2.3039 -0.7803 0.086
H 3.6422 2.9918 0.8448 0.083
```

Output
Kohn-Sham gap = 8.5 eV
SMILES string = CC1(C)C[C@H](O)[C@@H]([C@H](O)c2cccc([N+](=O)[O-])c2)C(C)(C)N1
LUMO energy = -0.3 eV
Energy relative to the best compared isomer or geometry (same formula, charge and spin) = 4.353 eV
Energy = -28149.326 eV


- Kohn-Sham gap of number 4 (C16H24N2O4)?
  8.5 eV


- Number 2 is which compound?
  C16H24N2O3S


- Among the records above, which one has the highest energy?
  C16H24N2O4